P | 9
Properties=species:S:1:pos:R:3:mulliken_charge:R:1 method="wB97M-V/def2-TZVPD" multiplicity=1 e_homo_ev=-9.77 smiles="C=C.S"
S 1.759 0.385 -0.065 -0.2751
H 2.967 0.588 0.465 0.1469
H 1.293 -0.203 1.043 0.1336
C -1.876 -0.723 0.540 -0.4585
C -2.140 -0.124 -0.610 -0.4475
H -2.508 -0.678 1.420 0.2165
H -1.000 -1.351 0.603 0.2611
H -3.110 0.359 -0.722 0.2006
H -1.440 0.098 -1.408 0.2224

Q | 9
Properties=species:S:1:pos:R:3:mulliken_charge:R:1 method="wB97M-V/def2-TZVPD" multiplicity=1 e_homo_ev=-9.65 smiles="C=C.S"
S -1.513 -5.160 -2.014 -0.2784
H -1.258 -3.914 -2.270 0.1354
H -1.450 -5.055 -0.687 0.1429
C 1.331 2.469 1.267 -0.5285
C 0.079 2.319 0.471 -0.4213
H 2.325 2.368 0.772 0.2332
H 1.273 2.113 2.256 0.2577
H 0.209 2.704 -0.559 0.2025
H -0.996 2.157 0.765 0.2565

On energetic grounds, P is preferred over the next structure by 23.1 kcal/mol.

P | 8
Properties=species:S:1:pos:R:3:mulliken_charge:R:1 method="wB97M-V/def2-TZVPD" multiplicity=1 e_homo_ev=-7.96
C -1.665 2.038 0.032 0.2119
C -0.045 0.210 -0.014 -0.4843
O -0.513 1.557 -0.059 -0.0666
S -3.368 -1.723 0.011 -0.4607
Br -3.241 0.477 -0.006 0.0527
H 0.335 -0.210 0.895 0.2927
H 0.946 0.306 -0.650 0.2234
H -0.761 -0.436 -0.314 0.2310

Q | 8
Properties=species:S:1:pos:R:3:mulliken_charge:R:1 method="wB97M-V/def2-TZVPD" multiplicity=1 e_homo_ev=-8.97
C 1.164 0.178 -0.059 0.1914
C -0.609 -0.523 -0.160 -0.3489
O -1.355 0.288 0.727 -0.4873
S 1.329 1.736 -0.087 -0.2402
Br 2.573 -0.981 0.084 -0.0408
H -0.716 -1.525 0.291 0.2950
H -0.900 -0.428 -1.135 0.2973
H -1.486 1.254 0.339 0.3335

On energetic grounds, Q is preferred over the next structure by 71.6 kcal/mol.

P | 14
Properties=species:S:1:pos:R:3:mulliken_charge:R:1 method="wB97M-V/def2-TZVPD" multiplicity=1 e_homo_ev=-2.50 charge=-1
N -2.007 0.017 -1.802 -0.6724
H -2.896 0.429 -1.509 0.1321
H -1.163 0.592 -1.537 0.3910
H -2.079 -0.059 -2.798 0.1602
C 0.301 0.678 0.129 -0.4867
O 0.346 1.082 -1.135 -0.8972
C 1.285 -0.434 0.477 -0.1998
N 0.838 -0.946 1.795 -0.5637
H 0.489 1.547 0.861 0.1193
H -0.741 0.401 0.517 0.2549
H 1.118 -1.266 -0.177 0.2664
H 2.344 -0.021 0.495 0.1661
H 1.398 -1.724 2.097 0.1581
H 0.768 -0.297 2.586 0.1717

Q | 14
Properties=species:S:1:pos:R:3:mulliken_charge:R:1 method="wB97M-V/def2-TZVPD" multiplicity=1 e_homo_ev=-2.31 charge=-1
C -0.849 -0.043 -2.253 -0.6076
O -1.449 -0.622 -1.129 -0.6771
H 0.251 -0.101 -2.266 0.2078
H -1.231 -0.591 -3.125 0.2209
H -1.096 1.024 -2.330 0.1913
N 0.927 1.409 1.495 -0.8089
C 1.219 -0.025 1.373 -0.2221
N 0.096 -0.790 0.859 -0.9462
H 0.861 1.877 0.591 0.2639
H -0.068 1.463 1.711 0.2981
H 2.059 -0.123 0.677 0.2567
H 1.541 -0.328 2.377 0.2174
H 0.490 -1.538 0.289 0.1553
H -0.731 -0.637 -0.342 0.4506

On energetic grounds, P is preferred over the next structure by 11.5 kcal/mol.

P | 18
Properties=species:S:1:pos:R:3:mulliken_charge:R:1 method="wB97M-V/def2-TZVPD" multiplicity=1 e_homo_ev=-9.29 smiles="C#C[C@H](N)[C@@H](N)C(N)=O"
N -0.405 -0.784 1.527 -0.5315
C -0.578 -0.661 0.088 0.0062
C -1.970 -0.396 -0.333 -0.8628
C -3.117 -0.159 -0.640 0.2107
C 0.357 0.448 -0.482 -0.2123
N -0.036 1.801 -0.167 -0.6502
C 1.776 0.201 0.037 0.4069
N 2.559 -0.584 -0.722 -0.3726
H -0.731 0.049 2.008 0.2379
H -0.940 -1.567 1.891 0.2660
H -0.272 -1.616 -0.365 0.3424
H -4.129 0.036 -0.949 0.4255
H 0.367 0.325 -1.576 0.3007
H -1.038 1.930 -0.270 0.3051
H 0.235 2.052 0.780 0.2648
O 2.211 0.728 1.057 -0.6040
H 2.133 -1.305 -1.286 0.2087
H 3.575 -0.497 -0.597 0.2584

Q | 18
Properties=species:S:1:pos:R:3:mulliken_charge:R:1 method="wB97M-V/def2-TZVPD" multiplicity=1 e_homo_ev=-8.40 smiles="[H]/N=C(C(N)=O)/C(C)=N/C"
C 0.179 -2.095 0.671 -0.7602
C 1.738 0.125 -1.465 -1.2029
C -1.385 0.339 0.694 0.8240
C 0.196 1.240 0.315 -0.0796
C 0.744 0.042 -0.362 0.5839
N -2.376 0.714 -0.200 -0.5326
N -0.073 -0.944 -0.170 -0.2088
N 0.979 2.158 0.750 -0.6535
O -1.640 0.110 1.860 -0.6214
H -2.104 1.263 -1.004 0.2424
H -3.246 0.996 0.233 0.2487
H 0.428 2.889 1.212 0.2827
H -0.229 -3.005 0.222 0.3048
H 1.250 -2.167 0.875 0.2963
H -0.396 -2.146 1.598 0.2916
H 2.183 -0.852 -1.665 0.3471
H 1.250 0.477 -2.378 0.2647
H 2.501 0.856 -1.185 0.3728

R | 18
Properties=species:S:1:pos:R:3:mulliken_charge:R:1 method="wB97M-V/def2-TZVPD" multiplicity=1 e_homo_ev=-8.32
C 0.734 -0.205 -0.224 0.1782
C -1.766 0.421 0.241 -0.1857
C -1.682 -0.543 -0.955 -0.6775
C -0.517 -1.100 -0.187 0.0812
C -1.177 -0.713 1.068 -0.8069
H 3.602 -0.451 0.068 0.3776
H 1.204 1.605 0.008 0.3210
H -1.217 2.059 -0.568 0.3023
H -2.805 0.734 0.497 0.3631
H -2.534 -1.279 -0.895 0.3299
H -1.554 -0.158 -1.912 0.3413
H -0.315 -2.183 -0.440 0.4062
H -0.516 -0.441 1.942 0.3278
H -2.088 -1.296 1.438 0.2865
N 1.825 -0.809 -0.019 -0.5413
N 0.418 1.077 -0.287 -0.1935
N -0.820 1.537 0.220 -0.4567
O 2.838 0.202 0.100 -0.4537

On energetic grounds, P is preferred over the next structure by 53.9 kcal/mol.

P | 41
Properties=species:S:1:pos:R:3:lowdin_spin:R:1 method="wB97M-V/def2-TZVPD" multiplicity=4 e_homo_ev="-23.51 / -22.47" charge=+4
N -0.426 -0.395 2.185 0.0059
C -0.655 -0.444 3.329 -0.0006
C -0.958 -0.570 4.732 -0.0001
H -0.069 -0.330 5.329 0.0002
H -1.273 -1.598 4.956 -0.0001
H -1.767 0.119 5.004 0.0000
N -1.312 -1.046 -1.497 -0.0212
C -2.049 -1.483 -2.292 0.0034
C -2.944 -2.053 -3.268 0.0013
H -3.338 -3.014 -2.906 0.0003
H -2.413 -2.224 -4.215 0.0007
H -3.786 -1.373 -3.452 0.0003
N 2.109 0.492 -0.675 0.0047
C 3.158 0.900 -0.952 -0.0016
C 4.473 1.344 -1.355 -0.0003
H 4.385 2.073 -2.169 0.0000
H 5.064 0.487 -1.703 -0.0003
H 4.985 1.812 -0.506 0.0001
Mn 0.007 -0.089 -0.023 2.3247
C -0.181 1.355 -1.716 -0.0457
O -0.294 2.100 -2.605 -0.0046
C -2.041 0.710 0.378 -0.0449
O -3.119 1.105 0.570 -0.0044
C 0.440 -3.373 1.248 0.1167
C 1.675 -2.806 1.564 0.1398
C 2.574 -2.490 0.550 0.1549
C 2.241 -2.738 -0.781 0.1187
C 1.009 -3.303 -1.095 0.1332
C 0.107 -3.620 -0.080 0.1468
H -0.269 -3.656 2.046 0.0018
H 1.961 -2.631 2.616 0.0034
H 3.561 -2.070 0.814 0.0042
H 2.957 -2.517 -1.591 0.0018
H 0.768 -3.523 -2.150 0.0032
H -0.861 -4.095 -0.315 0.0041
C 0.333 2.912 0.726 -0.0083
O 0.728 1.616 1.127 -0.0320
H 0.569 3.568 1.561 -0.0038
H -0.744 2.915 0.516 -0.0008
H 0.926 3.180 -0.157 -0.0007
H 0.925 1.481 2.081 -0.0007

Q | 41
Properties=species:S:1:pos:R:3:lowdin_spin:R:1 method="wB97M-V/def2-TZVPD" multiplicity=4 e_homo_ev="-21.52 / -21.50" charge=+4
N 0.941 2.736 1.001 0.0112
C 0.821 3.891 1.055 0.0032
C 0.595 5.308 0.999 0.0007
H -0.468 5.470 0.837 0.0003
H 1.141 5.714 0.149 0.0002
H 0.903 5.822 1.896 0.0000
N 3.127 -1.811 0.865 0.3626
C 4.023 -2.450 0.519 0.2042
C 5.130 -3.260 0.073 0.0646
H 5.679 -2.749 -0.730 0.0242
H 4.761 -4.220 -0.315 0.0309
H 5.800 -3.442 0.911 -0.0008
N -2.008 -3.132 1.192 0.0068
C -3.140 -2.868 1.184 0.0019
C -4.533 -2.483 1.054 0.0005
H -5.153 -3.050 1.748 0.0000
H -4.849 -2.691 0.017 0.0001
H -4.611 -1.407 1.261 0.0003
Mn -0.352 0.355 -2.001 1.0193
C 0.546 -2.000 2.539 0.1672
O 0.031 -2.751 3.226 0.0182
C 1.879 0.421 2.306 0.0968
O 2.880 0.952 2.201 0.0197
C 0.478 1.519 -3.527 -0.0118
C -0.970 1.585 -3.587 -0.0003
C -1.727 0.371 -3.594 0.0033
C -1.054 -0.907 -3.469 -0.0064
C 0.371 -0.974 -3.437 -0.0022
C 1.135 0.226 -3.482 0.0020
H 1.088 2.431 -3.353 -0.0012
H -1.480 2.523 -3.410 -0.0006
H -2.809 0.390 -3.494 -0.0004
H -1.638 -1.809 -3.271 -0.0011
H 0.839 -1.927 -3.200 -0.0007
H 2.235 0.178 -3.330 -0.0005
C -1.617 0.463 3.492 0.1538
O -1.555 0.764 2.088 0.6931
H -2.331 1.120 4.017 0.0439
H -0.637 0.548 3.988 0.0834
H -1.955 -0.574 3.585 0.0094
H -1.517 1.718 1.998 0.0042

On energetic grounds, P is preferred over the next structure by 105.9 kcal/mol.